# 1
The following is a quantum chemistry calculation of C22H33N5O2 in the gas phase, from OMol25.

Atoms and positions in Å:
C 2.896 1.883 -5.171
O 1.993 0.852 -4.855
C 2.179 0.153 -3.695
C 3.190 0.403 -2.774
C 3.261 -0.322 -1.596
C 2.363 -1.344 -1.324
C 2.307 -2.015 0.024
N 1.350 -1.386 0.929
C 1.692 -0.021 1.281
C 0.748 0.462 2.388
N -0.656 0.363 2.038
C -1.109 1.425 1.146
C -1.001 2.777 1.799
C -1.593 3.136 2.932
C -2.467 2.220 3.732
C -1.439 4.516 3.499
C -0.978 -0.979 1.575
C -0.971 -1.954 2.761
C -1.924 -3.130 2.548
O -1.877 -4.061 3.604
C -0.024 -1.454 0.468
C 1.394 -1.627 -2.278
C 1.271 -0.881 -3.437
C 0.084 -1.136 -4.335
N -1.117 -1.031 -3.546
C -1.696 0.067 -3.033
N -2.684 -0.269 -2.238
C -2.671 -1.616 -2.284
N -1.735 -2.111 -3.059
H 3.918 1.504 -5.275
H 2.562 2.281 -6.128
H 2.876 2.680 -4.421
H 3.913 1.183 -2.950
H 4.033 -0.081 -0.879
H 3.285 -1.979 0.511
H 2.008 -3.061 -0.085
H 1.627 0.658 0.412
H 2.720 -0.002 1.650
H 0.913 -0.148 3.279
H 0.965 1.503 2.637
H -2.156 1.218 0.902
H -0.554 1.445 0.194
H -0.391 3.501 1.274
H -2.220 2.294 4.790
H -2.342 1.192 3.410
H -3.512 2.510 3.614
H -0.942 4.471 4.468
H -2.418 4.969 3.652
H -0.857 5.154 2.840
H -1.991 -0.946 1.158
H 0.039 -2.338 2.912
H -1.275 -1.408 3.658
H -2.951 -2.757 2.414
H -1.646 -3.695 1.656
H -2.059 -3.597 4.429
H -0.191 -0.831 -0.428
H -0.257 -2.489 0.210
H 0.694 -2.434 -2.111
H 0.111 -2.148 -4.745
H 0.059 -0.406 -5.147
H -1.384 1.066 -3.260
H -3.361 -2.228 -1.741

For the HOMO energy, the calculation gives -0.2902 hartree. Its relative energy (zero: lowest compared OMol25 entry of this formula, charge and spin) is 263.2 kJ/mol. The value obtained for the orbital gap is 8.47 eV. As for the energy: -1282.323414 a.u. The multiplicity is 1. Its SMILES is COc1ccc(CN2CCN(CC=C(C)C)[C@H](CCO)C2)cc1Cn1cncn1.

=====

# 2
The following is a quantum chemistry calculation of C22H33N8OReS as an isolated structure, from OMol25.

Atoms and positions in Å:
Re -0.002 0.209 0.199
C 3.064 0.317 -0.376
C 2.863 -0.589 0.845
N 1.636 -0.162 1.602
C 1.978 1.028 2.464
C 0.840 2.016 2.538
N 0.150 2.150 1.227
C 0.766 3.140 0.296
C 2.026 2.569 -0.309
N 1.835 1.120 -0.668
H 3.305 -0.295 -1.243
H 3.903 0.995 -0.228
H 3.723 -0.566 1.514
H 2.722 -1.614 0.529
H 1.390 -0.932 2.225
H 2.872 1.487 2.050
H 2.248 0.687 3.464
H 1.202 2.986 2.883
H 0.089 1.689 3.255
H -0.778 2.506 1.443
H 0.963 4.079 0.817
H 0.031 3.342 -0.479
H 2.851 2.644 0.396
H 2.323 3.138 -1.190
H 1.633 1.070 -1.666
S -1.951 -1.095 -0.743
C -2.318 -1.281 0.924
C -3.367 -1.972 1.532
C -3.384 -2.037 2.905
C -2.367 -1.420 3.650
C -1.380 -0.741 2.989
N -1.364 -0.656 1.634
H -4.127 -2.446 0.926
H -4.176 -2.571 3.413
H -2.355 -1.476 4.729
H -0.581 -0.253 3.527
C -1.529 2.326 -4.488
N -1.885 2.328 -3.054
C -2.931 3.042 -2.575
C -3.268 3.000 -1.264
C -2.509 2.169 -0.413
N -1.437 1.515 -0.870
C -1.116 1.558 -2.218
O -0.158 0.912 -2.641
N -2.849 2.039 0.883
H -2.195 3.008 -5.008
H -1.642 1.321 -4.888
H -0.500 2.650 -4.609
H -3.484 3.630 -3.295
H -4.117 3.551 -0.892
H -3.701 2.474 1.203
H -2.514 1.248 1.413
C 2.103 -5.645 -1.573
C 1.578 -4.306 -1.174
C 1.065 -4.074 0.106
C 0.600 -2.830 0.453
N 0.620 -1.782 -0.394
C 1.099 -1.992 -1.634
C 1.574 -3.219 -2.048
H 1.461 -6.443 -1.200
H 3.092 -5.797 -1.135
H 2.196 -5.737 -2.652
H 1.017 -4.875 0.833
H 0.173 -2.661 1.434
H 1.060 -1.151 -2.314
H 1.933 -3.326 -3.063

For the HOMO energy (alpha / beta), the calculation gives -0.6154 / -0.6156 hartree. Its relative energy (zero: lowest compared OMol25 entry of this formula, charge and spin) is 0.0 kJ/mol. As for the expectation value of S²: 0.759. The value obtained for the orbital gap (alpha / beta) is 7.50 / 6.94 eV. As for the energy: -1847.070722 a.u. The total charge is +3. The multiplicity is 2.

=====

# 3
The following is a quantum chemistry calculation of C22H34BBr2Cl6CsF7N5NaO15S2 as an isolated structure, from OMol25.

Atoms and positions in Å:
C -0.860 -1.270 1.894
C -0.550 -0.249 0.677
C 0.739 -0.709 -0.238
O 1.527 0.499 -0.447
N 2.691 0.253 -1.097
C 2.589 -0.067 -2.568
C 3.394 -1.492 -2.552
N 3.693 -1.847 -1.098
C 3.734 -0.531 -0.392
N 4.537 -0.233 0.632
C 4.506 1.130 1.260
C 3.469 1.296 2.484
O 3.917 1.211 3.692
N 2.019 1.546 2.295
C 1.210 1.280 3.532
C 1.730 2.884 1.683
H -2.001 -1.478 1.981
H -0.497 -0.868 2.928
H -0.309 -2.266 1.673
H -1.493 -0.233 -0.007
H -0.391 0.830 1.086
H 0.270 -1.140 -1.218
H 1.264 -1.535 0.368
H 3.063 0.836 -3.103
H 1.497 -0.209 -2.901
H 4.287 -1.275 -3.244
H 2.572 -2.219 -2.953
H 4.712 -2.069 -1.207
H 5.201 -0.919 1.041
H 5.567 1.391 1.676
H 4.324 1.892 0.399
H 1.515 0.213 3.899
H 0.083 1.201 3.264
H 1.445 2.025 4.377
H 2.691 3.238 1.121
H 0.904 2.705 0.874
H 1.365 3.685 2.429
Cl 3.356 2.411 5.417
C 7.046 -0.558 -0.830
F 6.004 -0.898 0.006
F 6.487 -0.259 -2.030
F 7.547 0.608 -0.358
S 8.317 -1.861 -0.960
O 7.602 -3.009 -1.496
O 8.805 -2.026 0.398
N 9.270 -1.093 -1.963
S 10.564 -1.928 -2.348
O 10.353 -3.093 -3.191
O 11.553 -2.105 -1.299
C 11.299 -0.684 -3.464
F 11.546 0.493 -2.832
F 10.483 -0.380 -4.506
F 12.474 -1.083 -4.003
C -4.219 -3.801 2.054
Cl -3.500 -4.258 3.601
Cl -2.979 -3.271 0.907
H -4.742 -4.662 1.638
H -4.923 -2.984 2.218
C 6.397 3.255 7.545
Cl 6.881 4.966 7.457
Cl 7.806 2.203 7.339
Cl 5.589 2.921 9.078
H 5.692 3.053 6.732
Na 7.974 5.294 5.341
B -8.511 -0.648 1.880
O -7.136 -1.163 1.746
C -6.454 -0.258 1.047
O -5.276 -0.368 0.755
C -7.316 0.854 0.698
O -6.991 1.836 0.063
O -8.540 0.645 1.181
O -9.481 -1.584 1.295
C -10.326 -1.935 2.271
O -11.250 -2.699 2.128
C -9.953 -1.259 3.508
O -10.512 -1.361 4.572
O -8.878 -0.491 3.293
C -8.913 4.158 -3.450
C -8.452 2.744 -3.156
O -7.076 2.742 -2.802
H -8.326 4.591 -4.265
H -9.970 4.174 -3.729
H -8.769 4.801 -2.577
H -8.577 2.110 -4.038
H -9.028 2.308 -2.333
H -6.975 3.298 -2.016
Cs -4.873 -1.084 -1.006
F 1.734 1.206 7.250
Br -5.284 -3.959 -5.681
C -6.224 -2.864 -6.992
C -5.630 -1.479 -7.074
Br -6.188 -0.381 -5.564
H -7.279 -2.867 -6.711
H -6.104 -3.392 -7.940
H -5.998 -0.955 -7.958
H -4.539 -1.476 -7.084

For the HOMO energy, the calculation gives -0.0917 hartree. The value obtained for the orbital gap is 2.15 eV. As for the energy: -11872.545792 a.u. The total charge is -1. The multiplicity is 1.

=====

# 4
The following is a quantum chemistry calculation of a 3-piece molecular cluster, C22H34Br2O8 overall, from OMol25.

Atoms and positions in Å:
C 4.211 0.172 -0.698
C 3.998 0.904 -2.040
C 5.164 1.854 -2.374
C 2.641 1.606 -2.089
C 2.567 2.917 -1.260
C 1.389 2.866 -0.343
C 1.413 2.892 0.994
C 0.130 2.788 1.722
O -0.065 3.280 2.814
C -0.931 2.006 1.028
C -0.976 1.937 -0.307
C -1.926 1.079 -1.118
Br -3.095 0.072 0.072
C -2.698 1.834 -2.236
C -4.152 1.450 -2.447
Br -1.770 1.463 -3.930
C 0.055 2.773 -1.016
O -0.165 3.379 -2.040
H 3.279 0.082 -0.138
H 4.578 -0.839 -0.874
H 4.950 0.677 -0.075
H 3.982 0.142 -2.824
H 5.976 1.302 -2.845
H 4.841 2.653 -3.042
H 5.560 2.311 -1.465
H 2.338 1.795 -3.120
H 1.901 0.905 -1.685
H 3.471 3.070 -0.672
H 2.429 3.764 -1.934
H 2.331 3.022 1.553
H -1.652 1.501 1.654
H -1.340 0.301 -1.604
H -2.609 2.903 -2.072
H -4.762 1.759 -1.600
H -4.249 0.380 -2.622
H -4.518 1.965 -3.335
C -3.714 2.262 4.569
C -4.004 1.029 3.743
O -4.349 -0.100 4.562
C -5.602 -0.114 5.012
O -6.451 0.707 4.780
O -5.742 -1.169 5.815
C -7.031 -1.282 6.422
H -2.944 2.048 5.311
H -3.358 3.067 3.926
H -4.609 2.603 5.088
H -3.113 0.711 3.205
H -4.796 1.206 3.016
H -7.816 -1.265 5.669
H -7.189 -0.472 7.133
H -7.031 -2.235 6.942
C 4.182 -6.156 -3.653
C 4.424 -5.837 -2.194
O 4.058 -4.483 -1.876
C 2.755 -4.273 -1.703
O 1.884 -5.102 -1.754
O 2.575 -2.974 -1.459
C 1.209 -2.588 -1.293
H 4.700 -5.437 -4.289
H 4.556 -7.154 -3.881
H 3.120 -6.124 -3.889
H 5.484 -5.895 -1.954
H 3.883 -6.519 -1.539
H 0.720 -3.197 -0.536
H 0.670 -2.671 -2.236
H 1.230 -1.549 -0.972

For the HOMO energy, the calculation gives -0.3714 hartree. The value obtained for the orbital gap is 8.97 eV. As for the energy: -6608.630645 a.u. The multiplicity is 1. Its SMILES is CC(C)CCC1=CC(=O)C=C([C@@H](Br)[C@H](C)Br)C1=O.CCOC(=O)OC.CCOC(=O)OC.